Entry 1:
{"formula": "C20H16AuBrIO2PSe4", "method": "the ωB97M-V functional and the def2-TZVPD basis", "orbital_gap_ev": 6.50, "lumo_ev": -1.3, "elements": ["Au", "Se", "Se", "Se", "Se", "O", "C", "O", "C", "P", "C", "C", "C", "C", "C", "C", "C", "C", "C", "C", "C", "C", "H", "H", "H", "H", "H", "H", "H", "H", "H", "H", "H", "H", "Br", "C", "C", "C", "C", "C", "C", "I", "H", "H", "H", "H"], "positions_angstrom": [[2.310, -1.299, 2.969], [4.461, -1.783, 4.066], [6.024, -0.561, 2.833], [5.232, -1.169, 0.749], [3.180, -0.101, 1.046], [-0.377, -2.962, 5.617], [0.152, -2.446, 4.665], [1.443, -2.230, 4.582], [-0.742, -2.022, 3.477], [0.166, -1.250, 2.101], [-0.002, -2.335, 0.673], [0.417, -3.656, 0.846], [0.337, -4.549, -0.207], [-0.150, -4.128, -1.439], [-0.556, -2.815, -1.614], [-0.485, -1.915, -0.560], [-0.563, 0.359, 1.769], [-1.876, 0.455, 1.305], [-2.434, 1.697, 1.059], [-1.694, 2.850, 1.297], [-0.402, 2.760, 1.789], [0.166, 1.517, 2.024], [-1.491, -1.327, 3.858], [-1.269, -2.909, 3.126], [0.819, -3.985, 1.799], [0.665, -5.571, -0.069], [-0.205, -4.826, -2.264], [-0.921, -2.479, -2.576], [-0.784, -0.889, -0.717], [-2.463, -0.440, 1.131], [-3.446, 1.767, 0.685], [-2.132, 3.820, 1.103], [0.172, 3.656, 1.982], [1.177, 1.455, 2.408], [-2.204, 0.790, -2.936], [-1.129, 2.177, -3.650], [-1.673, 2.941, -4.675], [-0.934, 3.968, -5.236], [0.347, 4.231, -4.773], [0.886, 3.467, -3.752], [0.153, 2.431, -3.181], [1.037, 1.324, -1.653], [-2.671, 2.723, -5.026], [-1.361, 4.559, -6.034], [0.932, 5.032, -5.206], [1.885, 3.668, -3.391]]}


Entry 2:
{"formula": "C20H16B3Ba2Br8O24", "method": "the ωB97M-V functional and the def2-TZVPD basis", "orbital_gap_ev": 2.31, "lumo_ev": -7.5, "total_charge": 1, "elements": ["Ba", "Ba", "O", "C", "O", "B", "O", "C", "O", "O", "C", "O", "C", "O", "O", "O", "C", "O", "B", "O", "C", "O", "O", "C", "O", "C", "O", "O", "O", "C", "O", "B", "O", "C", "O", "O", "C", "O", "C", "O", "O", "Br", "C", "C", "Br", "H", "H", "H", "H", "Br", "C", "C", "Br", "H", "H", "H", "H", "Br", "C", "C", "Br", "H", "H", "H", "H", "Br", "C", "C", "Br", "H", "H", "H", "H"], "positions_angstrom": [[8.291, -4.407, 3.686], [-3.146, -0.356, -7.914], [-1.504, 3.555, 0.342], [-0.487, 2.893, 0.194], [0.558, 2.842, 0.976], [1.327, 1.609, 0.575], [0.932, 1.314, -0.795], [-0.117, 1.981, -1.024], [-0.726, 1.966, -2.105], [1.087, 0.473, 1.528], [2.278, 0.023, 1.995], [2.520, -0.952, 2.656], [3.349, 0.792, 1.293], [2.852, 1.752, 0.533], [4.531, 0.599, 1.563], [3.500, -0.599, -6.427], [4.338, -1.453, -6.191], [5.496, -1.287, -5.560], [6.059, -2.676, -5.267], [4.952, -3.565, -5.665], [3.894, -2.916, -6.192], [2.836, -3.419, -6.569], [7.258, -3.136, -5.937], [8.165, -3.586, -5.102], [9.299, -4.130, -5.293], [7.576, -3.430, -3.760], [6.464, -2.811, -3.866], [8.187, -3.793, -2.728], [3.453, -7.441, -0.234], [2.277, -7.417, -0.640], [1.509, -6.339, -0.639], [0.122, -6.766, -1.046], [0.212, -8.228, -1.309], [1.424, -8.661, -1.040], [1.695, -9.844, -1.017], [-0.765, -6.475, 0.106], [-1.710, -5.557, -0.240], [-2.718, -5.235, 0.374], [-1.377, -5.163, -1.761], [-0.373, -5.896, -2.183], [-1.993, -4.355, -2.422], [-5.949, 6.941, -6.336], [-5.623, 8.663, -5.328], [-4.448, 9.487, -5.956], [-4.299, 11.172, -4.908], [-5.256, 8.293, -4.371], [-6.517, 9.260, -5.146], [-4.524, 9.678, -7.026], [-3.544, 8.878, -5.988], [-9.092, 1.955, 3.234], [-7.973, 1.515, 1.608], [-8.576, 2.214, 0.437], [-7.814, 1.457, -1.202], [-7.950, 0.434, 1.468], [-6.995, 1.839, 1.964], [-8.380, 3.285, 0.491], [-9.648, 2.036, 0.352], [2.454, -4.462, 9.493], [0.679, -5.441, 9.345], [-0.186, -4.643, 8.479], [-1.837, -5.738, 8.264], [0.214, -5.741, 10.285], [0.936, -6.321, 8.756], [0.285, -4.482, 7.509], [-0.351, -3.685, 8.972], [-1.098, 7.802, 7.091], [-0.275, 7.449, 5.372], [0.880, 8.443, 4.978], [2.504, 8.067, 6.207], [-1.158, 7.512, 4.736], [0.118, 6.433, 5.399], [0.586, 9.492, 4.942], [1.311, 8.302, 3.987]]}


Entry 3:
{"formula": "C20H16BrN4O5ReSbSe4", "method": "the ωB97M-V functional and the def2-TZVPD basis", "orbital_gap_ev": [6.70, 6.70], "lumo_ev": [-4.6, -4.6], "total_charge": 1, "elements": ["Re", "Br", "C", "C", "C", "C", "C", "N", "C", "O", "O", "H", "H", "H", "N", "C", "O", "C", "C", "N", "C", "N", "H", "H", "C", "C", "C", "C", "C", "C", "C", "C", "C", "C", "O", "O", "H", "H", "H", "H", "H", "H", "H", "H", "H", "H", "H", "Se", "Sb", "Se", "Se", "Se"], "positions_angstrom": [[1.222, -0.745, 1.232], [0.442, 2.615, 2.455], [-0.088, 1.115, 3.440], [-0.807, 1.319, 4.609], [-1.203, 0.228, 5.358], [-0.868, -1.047, 4.924], [-0.154, -1.168, 3.758], [0.240, -0.110, 3.017], [0.240, -2.522, 3.232], [-0.038, -3.532, 3.806], [0.914, -2.462, 2.087], [-1.042, 2.329, 4.909], [-1.768, 0.372, 6.269], [-1.141, -1.946, 5.457], [2.108, -2.461, -2.562], [2.371, -2.222, -1.282], [1.458, -1.796, -0.546], [3.741, -2.452, -0.795], [3.956, -2.929, 0.530], [4.132, -3.316, 1.598], [4.755, -2.144, -1.615], [5.562, -1.872, -2.442], [1.184, -2.257, -2.911], [2.747, -2.977, -3.141], [-4.803, 2.351, -3.582], [-3.707, 1.774, -2.734], [-3.880, 0.574, -2.061], [-2.903, 0.038, -1.235], [-3.215, -1.271, -0.557], [-1.685, 0.740, -1.090], [-1.485, 1.967, -1.769], [-0.240, 2.811, -1.659], [-2.502, 2.448, -2.578], [-0.639, 0.217, -0.212], [-0.808, -0.779, 0.582], [0.541, 0.704, -0.146], [-5.500, 1.582, -3.911], [-4.399, 2.855, -4.459], [-5.369, 3.091, -3.012], [-4.813, 0.036, -2.177], [-4.180, -1.635, -0.904], [-3.260, -1.157, 0.526], [-2.462, -2.031, -0.758], [0.622, 2.314, -2.104], [0.020, 3.020, -0.624], [-0.399, 3.755, -2.177], [-2.353, 3.389, -3.095], [6.730, 3.149, -0.876], [6.609, 0.855, -0.585], [3.145, 0.181, 1.671], [6.709, -0.797, 1.045], [6.263, -0.203, -2.906]]}


Entry 4:
{"formula": "C20H16ClNO4S", "method": "the ωB97M-V functional and the def2-TZVPD basis", "smiles": "O=C(O)c1cccc(S(=O)(=O)N(Cc2ccccc2)c2ccc(Cl)cc2)c1", "orbital_gap_ev": 8.84, "lumo_ev": -0.1, "elements": ["O", "C", "O", "C", "C", "C", "C", "C", "S", "O", "O", "N", "C", "C", "C", "C", "C", "C", "C", "C", "C", "C", "C", "Cl", "C", "C", "C", "H", "H", "H", "H", "H", "H", "H", "H", "H", "H", "H", "H", "H", "H", "H", "H"], "positions_angstrom": [[5.133, 0.362, 1.381], [4.289, 0.224, 0.534], [4.121, 1.090, -0.469], [3.313, -0.896, 0.500], [3.294, -1.807, 1.555], [2.366, -2.834, 1.576], [1.431, -2.940, 0.556], [1.467, -2.039, -0.491], [0.133, -2.009, -1.688], [-0.611, -3.230, -1.632], [0.626, -1.561, -2.951], [-0.834, -0.801, -1.012], [-1.680, -1.261, 0.073], [-2.767, -0.263, 0.372], [-3.101, 0.054, 1.681], [-4.106, 0.969, 1.946], [-4.779, 1.581, 0.904], [-4.448, 1.270, -0.405], [-3.450, 0.351, -0.670], [-0.202, 0.448, -0.899], [0.098, 1.030, 0.330], [0.780, 2.230, 0.391], [1.173, 2.854, -0.781], [2.064, 4.331, -0.704], [0.858, 2.303, -2.014], [0.164, 1.111, -2.070], [2.399, -1.023, -0.542], [4.762, 1.816, -0.399], [4.015, -1.689, 2.350], [2.360, -3.542, 2.390], [0.681, -3.716, 0.549], [-1.100, -1.484, 0.980], [-2.117, -2.199, -0.283], [-2.577, -0.421, 2.499], [-4.359, 1.206, 2.968], [-5.559, 2.298, 1.110], [-4.973, 1.744, -1.222], [-3.188, 0.103, -1.687], [-0.191, 0.550, 1.251], [1.018, 2.672, 1.346], [1.154, 2.805, -2.921], [-0.073, 0.662, -3.020], [2.415, -0.348, -1.381]]}


Values for energy relative to the best compared isomer or geometry (same formula, charge and spin), kJ/mol, ordered as above
13.94, 1711.37, 10.07, 0.17
Values for E_tot, Ha, ordered as above
-13876.76750, -23295.13991, -13865.07976, -1985.85922